{
  "formula": "C9H19N3O3",
  "method": "ωB97M-V/def2-TZVPD",
  "species": ["C", "C", "C", "C", "C", "C", "C", "C", "C", "H", "H", "H", "H", "H", "H", "H", "H", "H", "H", "H", "H", "H", "H", "H", "H", "H", "H", "H", "N", "N", "N", "O", "O", "O"],
  "xyz": [[-0.3051, 0.3249, -2.8934], [0.5569, 0.9798, -1.7925], [0.3902, 0.3980, -4.2378], [-0.7664, -0.1698, 0.0883], [-1.9835, 0.6158, 0.6270], [-0.1527, -1.0827, 1.1476], [0.5983, -0.3441, 2.2561], [1.0057, -1.2586, 3.4141], [1.9412, -2.4138, 3.0366], [-1.5396, 1.9412, -3.1817], [-2.2534, 0.5327, -3.4749], [-0.4300, -0.7075, -2.6337], [1.3208, -0.1242, -4.2229], [-0.2264, -0.0263, -5.0037], [0.6013, 1.4357, -4.4618], [0.7758, 1.2514, 0.1374], [-1.1737, -0.8055, -0.7068], [-0.9815, -1.6623, 1.6233], [0.5447, -1.7949, 0.6311], [-0.0536, 0.4895, 2.6632], [1.5143, 0.1071, 1.8621], [0.1024, -1.6792, 3.8719], [1.4558, -0.6300, 4.1964], [1.4334, -3.1041, 2.3478], [2.1329, -2.9864, 3.9136], [3.7213, -1.3523, 3.0341], [3.0703, -1.5696, 1.5610], [-2.2606, 1.2507, -1.1746], [-1.6231, 1.0034, -2.8402], [0.2093, 0.7378, -0.4966], [3.2209, -2.0351, 2.4420], [1.4600, 1.7370, -2.0779], [-2.3464, 0.5444, 1.7735], [-2.6276, 1.3679, -0.2700]],
  "smiles": "C[C@H](N)C(=O)N[C@@H](CCCCN)C(=O)O",
  "lumo_ev": 0.464,
  "orbital_gap_ev": 9.84,
  "de_lowest_ev": 0.011
}